1.
C27H32Cl18F24O3 | the ωB97M-V functional and the def2-TZVPD basis

```
104
Properties=species:S:1:pos:R:3:forces:R:3
C -3.17907 3.10287 2.32256 0.2 0.6 -1.2
C -4.49830 3.16907 3.06202 0.6 -1.1 -0.4
C -4.48565 2.40117 4.39232 0.4 0.9 0.7
F -5.73426 2.37007 4.89789 -0.1 0.0 0.0
F -4.04050 1.13772 4.25728 -0.2 -0.2 -0.6
F -4.81274 4.46793 3.28263 -0.4 -0.3 0.1
F -5.41984 2.57242 2.25127 -0.1 0.7 0.1
O -2.11135 3.47378 3.19072 0.2 -0.7 -0.1
C -0.85534 3.25400 2.67365 -1.0 0.5 0.7
C 0.10635 3.65748 3.79297 0.2 0.0 0.8
F -0.06274 2.90068 4.92015 0.0 0.1 -0.7
F 1.38650 3.52808 3.38586 -0.3 0.0 0.0
F -0.71365 1.99530 2.23606 0.3 -0.1 -0.1
F -0.64767 4.07995 1.62063 0.2 -0.2 0.0
H -3.19782 3.82349 1.49723 -0.3 0.2 0.1
H -3.05358 2.14956 1.80371 0.1 -0.3 0.7
H -3.80947 2.89469 5.09448 -0.2 0.1 0.1
H -0.13581 4.68486 4.08454 0.3 0.0 -0.3
C 4.61682 -3.09504 -0.73572 -0.5 -0.3 0.3
C 5.89649 -3.40424 0.04358 -0.6 0.3 -0.7
C 6.84451 -2.20261 0.25597 0.6 -0.9 1.3
F 7.29887 -1.75502 -0.91997 0.1 0.2 0.0
F 6.28898 -1.18832 0.96404 -0.6 0.0 -0.5
F 5.55501 -3.95584 1.23492 0.0 0.5 0.1
F 6.62146 -4.35501 -0.60566 0.0 0.3 -0.1
O 5.00025 -2.57949 -1.99295 0.1 0.4 -0.4
C 4.02482 -2.11773 -2.83057 0.7 -0.5 0.9
C 4.74505 -1.26492 -3.88889 0.7 0.1 0.7
F 5.69245 -2.04575 -4.45889 -0.3 -0.1 -0.5
F 3.89921 -0.76867 -4.79241 2.3 -0.9 0.0
F 3.33490 -3.15606 -3.33167 -0.3 0.1 -0.4
F 3.13618 -1.35381 -2.13639 0.0 0.1 -0.2
H 3.97498 -2.38883 -0.20442 0.3 0.1 0.2
H 4.03249 -4.01581 -0.82687 0.2 -0.1 -0.1
H 7.65263 -2.56594 0.90266 0.3 0.0 -0.4
H 5.27652 -0.45692 -3.38001 -0.2 0.1 0.0
C 1.13564 1.99940 -3.22348 -1.0 -0.3 -1.0
C 1.67567 1.11281 -4.34695 1.2 0.4 0.4
C 1.28106 -0.36744 -4.22360 -0.5 0.0 0.3
F -0.06703 -0.42902 -4.46053 0.0 0.1 -0.1
F 1.89778 -1.14089 -5.13455 -2.0 0.0 -0.3
F 1.31595 1.58220 -5.55895 -0.2 0.0 0.1
F 3.04358 1.23772 -4.27013 -0.6 0.4 0.0
O 1.62684 1.49765 -2.00079 0.2 0.1 0.9
C 2.15394 2.42960 -1.13194 -0.2 -0.8 -0.9
C 2.40184 1.72214 0.20915 -0.5 -0.2 0.9
F 3.07228 0.55618 0.07354 0.0 0.2 -0.3
F 3.08387 2.48719 1.09656 0.0 0.1 -0.6
F 3.24499 2.97240 -1.68742 0.3 0.4 0.3
F 1.25361 3.41532 -0.92100 0.3 0.2 0.2
H 0.04358 1.92484 -3.24909 0.0 0.1 0.2
H 1.41383 3.03167 -3.43194 0.2 -0.1 0.1
H 1.44791 -0.74588 -3.21242 0.1 0.1 -0.3
H 1.41318 1.52521 0.63490 0.0 -0.2 0.0
C -3.46471 1.14343 -1.56279 0.3 0.5 -0.1
C -2.36000 0.14132 -1.28634 0.0 -0.1 -0.3
C -2.54003 -0.62014 0.01816 0.2 -0.4 -0.2
C -1.49424 -1.70258 0.25373 0.2 -0.4 -0.3
C -0.07625 -1.22295 0.44708 0.3 1.4 1.2
C 0.90356 -2.30463 0.87232 -0.4 -0.7 -0.9
H -4.45305 0.69677 -1.65762 0.2 -0.1 0.1
H -3.24160 1.69884 -2.47772 -0.2 -0.2 -0.1
H -3.48489 1.91170 -0.78252 -0.3 -0.2 0.1
H -2.33431 -0.57677 -2.11256 -0.1 -0.2 0.0
H -1.39201 0.64496 -1.36559 0.1 0.1 0.3
H -3.51173 -1.12244 -0.00902 0.0 0.1 0.0
H -2.56495 0.03171 0.89746 0.0 0.2 -0.1
H -1.78413 -2.26649 1.14056 0.0 -0.2 -0.1
H -1.45262 -2.40634 -0.58867 -0.4 0.0 0.0
H 0.27711 -0.61888 -0.39440 0.1 -0.5 -0.3
H -0.07398 -0.46426 1.24893 -0.2 -0.1 0.1
H 0.47039 -2.99045 1.60813 -0.1 0.3 0.2
H 1.08407 -2.95618 0.00828 0.4 0.0 0.1
H 1.83830 -1.91805 1.26497 0.1 0.1 -0.2
C -0.54086 -1.45043 4.35421 -0.6 0.4 0.4
Cl -2.05817 -1.05131 3.50136 0.5 0.0 0.1
Cl -0.97950 -1.94399 6.00115 0.1 0.0 -0.1
Cl 0.57717 -0.07525 4.42028 -0.3 -0.4 -0.2
H -0.07556 -2.28474 3.84527 0.1 0.0 0.0
C 2.93785 -3.18851 5.14047 -0.3 0.1 -0.4
Cl 3.03514 -1.94773 6.39286 -0.1 -0.4 -0.1
Cl 3.14419 -2.44501 3.52681 0.0 -0.3 0.5
Cl 1.40901 -4.12831 5.21961 0.7 0.3 0.0
H 3.73303 -3.90884 5.26583 0.1 0.1 0.1
C -1.35012 5.59133 -1.79689 0.0 -0.2 0.2
Cl -0.64474 6.35384 -0.37806 0.1 0.0 0.0
Cl -1.76197 3.89176 -1.48918 -0.1 0.3 0.0
Cl -0.26885 5.68792 -3.17615 0.0 0.1 -0.2
H -2.26353 6.13364 -2.00258 0.0 -0.1 -0.2
C -2.00764 0.72322 -6.91646 0.1 0.9 -0.1
Cl -1.64095 2.36623 -6.26367 0.0 -0.5 -0.3
Cl -2.64617 0.86772 -8.55890 0.0 -0.1 0.1
Cl -3.14033 -0.04814 -5.85159 -0.3 -0.4 0.2
H -1.08898 0.15315 -6.96860 0.0 0.1 0.2
C -6.86138 -0.44274 0.36295 0.2 0.1 -0.5
Cl -6.61085 -1.77391 -0.78694 -0.1 0.0 0.2
Cl -6.76905 1.09012 -0.52219 -0.3 0.0 0.3
Cl -5.66737 -0.49661 1.64942 -0.1 -0.1 0.2
H -7.84976 -0.52762 0.79427 0.0 -0.1 0.0
C -2.28975 -6.02235 2.35015 -0.4 0.2 -0.5
Cl -1.78102 -7.69684 2.13923 0.0 0.2 0.3
Cl -2.31428 -5.21682 0.75982 0.1 0.0 0.3
Cl -1.33090 -5.12754 3.51745 0.3 0.0 0.0
H -3.30477 -5.98504 2.72362 0.0 -0.3 -0.1
```
Forces are in eV/Å.

LUMO = 0.29 eV
Frontier orbital gap = 11.155 eV
E = -325284.133 eV
HOMO level = -10.9 eV
Largest force on an atom = 2.5 eV Å⁻¹

2.
C27H32Cl4N5O3RuSSi2 | the ωB97M-V functional and the def2-TZVPD basis

```
75
Properties=species:S:1:pos:R:3:forces:R:3
Ru -0.39461 0.63528 0.17322 0.3 0.4 0.2
Cl -1.96531 6.91263 -2.42567 -0.5 0.0 0.0
C -2.10737 5.40305 -1.55560 0.3 1.1 -0.3
C -2.98180 5.25208 -0.52117 -1.5 0.7 0.8
Cl -4.29150 6.42624 -0.29541 0.5 -0.2 -0.1
C -2.89830 4.18258 0.36464 0.8 -0.3 -0.6
Cl -4.10335 3.82288 1.52306 -0.4 0.1 0.4
C -1.85811 3.24718 0.21898 -0.7 -0.5 0.2
O -1.77374 2.18829 0.95018 0.2 -0.3 0.2
C -0.99824 3.33408 -0.90816 0.2 1.0 -1.6
O -0.19720 2.34978 -1.18494 0.0 -0.4 0.4
C -1.13200 4.45757 -1.76658 0.4 -1.5 0.9
Cl -0.10870 4.61094 -3.14332 0.5 -0.2 -0.3
C -3.84822 0.31121 -0.81931 -0.3 -0.3 0.1
Si -2.30772 -0.73345 -0.44260 -1.1 0.6 1.5
C -2.97077 -1.80007 1.00799 -0.5 0.3 -0.4
C -2.06149 -1.72609 -1.96459 -1.1 -0.6 -1.2
C -3.07752 -2.06333 -2.85900 -1.7 0.7 1.1
C -2.89779 -2.87764 -3.92695 0.7 -1.5 -1.8
C -1.63718 -3.45896 -4.09616 0.6 0.7 0.8
C -0.56026 -3.07367 -3.25840 -0.1 -1.0 -2.1
C -0.79193 -2.16505 -2.24378 1.5 0.1 0.8
Si 0.40005 -1.47511 -0.93980 0.9 -0.8 1.1
C 2.07382 -1.06067 -1.73721 -0.1 0.9 0.7
C 0.70042 -2.96361 0.34143 0.5 -0.6 -1.3
H -4.74461 -0.35303 -0.81382 0.5 0.3 -0.2
H -3.74472 0.79623 -1.78160 -0.1 0.0 -0.4
H -4.05286 1.10947 -0.11725 0.2 0.1 0.4
H -3.95397 -2.18251 0.70157 -0.1 0.3 0.1
H -3.03608 -1.25395 1.94921 -0.2 0.4 -0.2
H -2.44078 -2.67501 1.28103 1.1 -1.0 0.0
H -4.09636 -1.73057 -2.65306 0.2 0.2 -0.1
H -3.65478 -3.12352 -4.71496 0.4 0.4 1.1
H -1.49956 -4.19399 -4.86558 0.2 -0.1 -0.4
H 0.44453 -3.46630 -3.57718 -0.9 0.5 0.9
H 2.44342 -1.94103 -2.20923 0.4 -0.9 -0.6
H 2.80727 -0.78121 -0.92025 -0.9 0.0 -1.1
H 1.93469 -0.29111 -2.53390 0.3 -0.3 0.8
H 1.64146 -3.48013 -0.02264 -0.7 0.7 0.5
H -0.03358 -3.80350 0.40248 0.0 0.9 -0.2
H 0.88011 -2.58545 1.33847 0.2 0.1 0.2
C -1.30568 -0.91641 5.17907 -1.5 -1.2 0.1
N -0.63170 0.27771 4.81595 -0.7 1.1 -0.2
C -0.04635 1.06452 5.84772 -0.3 0.8 1.2
C -0.47664 0.64355 3.53424 -0.7 -0.1 -1.7
O -1.03338 0.04409 2.58727 0.9 0.6 1.2
H -2.01939 -1.28045 4.41089 0.7 0.5 0.0
H -1.95175 -0.87375 6.10253 1.0 0.5 -0.6
H -0.53678 -1.65886 5.27664 0.2 -0.9 0.4
H -0.73876 1.15781 6.71519 0.2 -0.2 -0.5
H 0.12062 2.10058 5.52356 0.2 -0.4 -0.2
H 0.87027 0.63726 6.24330 0.3 0.0 -0.1
H 0.13125 1.56720 3.38591 -0.5 -0.7 0.0
N 2.31900 2.85342 -5.01982 1.7 0.3 -0.4
C 2.57271 1.56358 -5.26800 1.0 -1.8 -1.3
C 3.69886 1.54203 -6.09166 0.0 -0.2 0.3
N 4.23453 2.81713 -6.26629 -2.3 -0.6 1.2
C 3.35751 3.53569 -5.57589 0.2 0.9 -0.5
H 1.60852 3.18416 -4.41118 -0.5 0.5 0.6
H 1.98903 0.76584 -4.83249 0.0 0.1 -0.2
H 4.16179 0.71371 -6.61723 -0.2 -0.1 0.4
H 3.39143 4.59067 -5.50412 0.1 0.8 0.1
C 4.33190 -3.45688 2.14491 -1.0 0.9 1.6
C 3.62533 -2.20723 2.70319 0.3 -1.4 -0.2
C 3.31376 -2.02819 4.01972 1.1 -0.5 0.5
C 2.69888 -0.84410 4.44996 -0.4 -0.2 0.0
N 2.11237 -0.07126 3.44685 0.1 0.5 1.3
C 2.42324 -0.34584 2.23142 0.4 -0.7 -0.9
S 1.72809 0.84321 1.07587 0.4 0.1 -0.3
N 3.22737 -1.34902 1.73308 -0.9 1.8 -0.4
H 5.11663 -3.84946 2.76327 0.4 -0.2 0.6
H 4.73959 -3.22911 1.21167 0.7 0.5 -1.6
H 3.60053 -4.22049 1.99685 -0.6 -0.8 -0.2
H 3.70223 -2.75703 4.72709 -0.1 0.0 0.1
H 2.55962 -0.59459 5.50639 -0.1 0.0 -0.5
```
Forces are in eV/Å.

LUMO (spin up / spin down) = 4.18 / 4.07 eV
Frontier orbital gap (spin up / spin down) = 3.440 / 6.283 eV
Spin multiplicity = 6
E = -121373.649 eV
Energy relative to the best compared isomer or geometry (same formula, charge and spin) = 1.041 eV
Total charge = -2
HOMO level (spin up / spin down) = 0.7 / -2.2 eV
<S²> = 8.7884
Largest force on an atom = 2.7 eV Å⁻¹